1.
{
  "formula": "C4H5NO",
  "method": "ωB97M-V/def2-TZVPD",
  "symbols": ["C", "C", "C", "C", "N", "O", "H", "H", "H", "H", "H"],
  "coordinates": [[1.15470, 0.80719, -0.55573], [2.06076, -0.13124, -0.32910], [-1.04503, 0.60679, 0.44182], [-1.09097, -0.89945, 0.32222], [-0.16348, 1.40688, 0.01567], [3.02457, -0.81886, -0.19900], [1.55714, 1.51541, -1.16631], [-2.03324, 1.08187, 0.57388], [-0.20196, -1.32894, 0.76103], [-1.17004, -1.11784, -0.72689], [-2.09245, -1.12182, 0.86241]],
  "mulliken_spin": [0.579, 0.699, 0.079, 0.052, 0.072, 0.468, 0.063, 0.014, -0.025, -0.004, 0.004],
  "e_lumo_ha": [0.0309, -0.0821],
  "charge": 0,
  "gap_ev": [6.92, 8.32],
  "e_tot_ev": -7760.9009,
  "s2": 2.01,
  "spin_multiplicity": 3,
  "de_lowest_kcal_mol": 22.9
}

***

2.
{
  "formula": "C11H15N2",
  "method": "ωB97M-V/def2-TZVPD",
  "symbols": ["C", "C", "C", "C", "C", "C", "C", "C", "C", "C", "C", "N", "N", "H", "H", "H", "H", "H", "H", "H", "H", "H", "H", "H", "H", "H", "H", "H"],
  "coordinates": [[2.85030, -2.75735, -0.54377], [2.48634, -2.14797, 0.62614], [2.11096, -2.60038, -1.75760], [1.39693, -1.36193, 0.63951], [0.87922, -1.90948, -1.64494], [0.57599, -1.20387, -0.51249], [-1.31559, 2.90094, -0.24209], [-1.03963, 2.55955, 1.24204], [-1.81577, 1.55769, -0.68213], [-0.27016, 1.34564, 1.13179], [-1.88946, -0.52246, 0.66436], [-0.50075, -0.42971, -0.71859], [-1.06792, 0.51700, 0.15471], [3.76515, -3.34296, -0.38769], [3.10401, -2.13290, 1.56219], [2.20875, -3.10555, -2.71534], [1.16582, -0.93952, 1.61386], [0.44783, -1.75370, -2.55123], [-2.04530, 3.71680, -0.43522], [-0.47051, 2.99442, -0.90548], [-0.65849, 3.43451, 1.80987], [-1.90982, 2.33795, 1.77144], [-2.81710, 1.27426, -0.49038], [-1.60187, 1.44534, -1.69225], [0.61210, 1.43407, 0.50338], [0.05525, 0.72352, 2.07230], [-2.77101, -0.74566, 0.10599], [-1.48529, -1.28828, 1.38161]],
  "nbo_charge": [-0.162, -0.193, -0.184, -0.225, -0.148, 0.040, -0.417, -0.450, -0.179, -0.211, -0.106, -0.185, -0.125, 0.237, 0.239, 0.244, 0.209, 0.227, 0.263, 0.225, 0.269, 0.226, 0.215, 0.243, 0.222, 0.250, 0.230, 0.247],
  "e_lumo_ha": [-0.1687, -0.1820],
  "charge": 1,
  "gap_ev": [7.59, 7.39],
  "e_tot_ev": -14618.6603,
  "spin_multiplicity": 1,
  "de_lowest_kcal_mol": 117.1
}

***

3.
{
  "formula": "C16H26F3N2O6",
  "method": "ωB97M-V/def2-TZVPD",
  "symbols": ["N", "C", "C", "O", "C", "C", "C", "C", "C", "O", "O", "C", "C", "C", "C", "O", "C", "F", "F", "F", "N", "O", "H", "H", "H", "H", "H", "H", "H", "H", "H", "H", "H", "H", "H", "H", "H", "H", "C", "C", "O", "C", "C", "H", "H", "H", "H", "H", "H", "H", "H", "H", "H"],
  "coordinates": [[4.01772, -4.28664, -1.67579], [3.69681, -2.80090, -1.77370], [4.22173, -2.13532, -3.14000], [5.43459, -1.37845, -2.79009], [3.21254, -1.08070, -3.82186], [2.27048, -0.28852, -2.80611], [2.84702, 0.98868, -2.13308], [1.94456, 1.74724, -1.11717], [2.56679, 3.04125, -0.40646], [2.65503, 4.17255, -0.94521], [3.08772, 2.83530, 0.92089], [0.52341, 1.16865, -0.84396], [0.00233, -0.11666, -1.58994], [-1.45495, -0.75568, -1.33409], [-2.64817, 0.04824, -2.04749], [-2.28458, 0.60614, -3.32855], [-3.34822, 1.15665, -1.08726], [-3.65485, 2.34206, -1.82820], [-4.60812, 0.64794, -0.60774], [-2.58411, 1.46749, 0.06787], [0.90930, -0.77331, -2.53970], [0.55212, -1.87794, -3.24210], [3.11612, -4.75721, -1.47973], [4.55499, -4.41678, -0.79424], [4.24110, -2.30695, -0.88516], [2.57033, -2.71299, -1.58647], [4.48132, -2.98823, -3.86806], [5.11443, -0.69811, -2.14109], [3.87784, -0.27978, -4.33228], [2.59612, -1.53726, -4.69070], [3.90857, 1.30094, -2.40587], [3.24121, 1.85997, 0.96109], [-0.12055, 1.71849, -0.06876], [-1.62277, -0.89882, -0.19839], [-1.47682, -1.82919, -1.76921], [-3.48369, -0.72522, -2.26590], [-2.56839, -0.00995, -4.04744], [0.81068, -2.69663, -2.75493], [-3.75551, 0.94503, 6.45041], [-2.50638, 0.51496, 5.70269], [-2.77870, -0.08944, 4.44467], [-3.44674, 0.72042, 3.48623], [-2.66502, 1.96135, 3.09227], [-4.45918, 0.11310, 6.53534], [-3.49887, 1.29519, 7.45227], [-4.27214, 1.75865, 5.93556], [-1.98328, -0.23860, 6.29726], [-1.81090, 1.35195, 5.57983], [-4.44906, 0.98165, 3.84067], [-3.58382, 0.09657, 2.59776], [-2.57170, 2.65804, 3.92921], [-3.16606, 2.48542, 2.27561], [-1.65227, 1.69536, 2.77710]],
  "nbo_charge": [-0.819, -0.250, 0.077, -0.690, -0.512, 0.296, -0.239, -0.025, 0.735, -0.465, -0.639, -0.212, 0.298, -0.495, 0.028, -0.697, 0.962, -0.307, -0.329, -0.338, -0.053, -0.489, 0.355, 0.373, 0.213, 0.141, 0.245, 0.450, 0.276, 0.272, 0.282, 0.484, 0.296, 0.288, 0.257, 0.233, 0.499, 0.500, -0.646, -0.065, -0.542, -0.063, -0.643, 0.217, 0.223, 0.202, 0.190, 0.158, 0.171, 0.175, 0.212, 0.219, 0.193],
  "e_lumo_ha": -0.1953,
  "charge": 1,
  "gap_ev": 6.25,
  "e_tot_ev": -40416.8632,
  "spin_multiplicity": 1,
  "de_lowest_kcal_mol": 92.2
}

***

4.
{
  "formula": "C6H10N",
  "method": "ωB97M-V/def2-TZVPD",
  "symbols": ["C", "C", "N", "C", "C", "C", "C", "H", "H", "H", "H", "H", "H", "H", "H", "H", "H"],
  "coordinates": [[-0.20498, 2.49943, -1.45433], [-0.24066, 2.10579, -0.03577], [-0.28220, 0.84986, 0.33824], [-0.31767, -0.38251, 1.22059], [0.68293, -1.19851, 0.51267], [0.58880, -2.66611, 0.67522], [-0.33975, -0.41093, -0.29122], [0.54010, 1.75494, -1.84079], [0.08879, 3.50826, -1.55495], [-1.15024, 2.24772, -1.78951], [-0.47966, 2.75374, 0.68198], [-1.06454, -0.48401, 2.04244], [1.68390, -0.80253, 0.50448], [1.48040, -3.09888, 0.22860], [-0.43866, -2.89506, 0.17614], [0.58113, -3.15596, 1.64351], [-1.12770, -0.62524, -1.05730]],
  "nbo_charge": [-0.666, 0.279, -0.251, 0.005, -0.175, -0.639, -0.061, 0.246, 0.266, 0.258, 0.211, 0.283, 0.235, 0.256, 0.224, 0.260, 0.271],
  "e_lumo_ha": -0.1527,
  "charge": 1,
  "gap_ev": 10.44,
  "e_tot_ev": -7863.3760,
  "smiles": "C/C=[N+]1/[C@@H]2[C@@H](C)[C@@H]21",
  "spin_multiplicity": 1,
  "de_lowest_kcal_mol": 68.5
}

***

5.
{
  "formula": "C78H76IN10O6Ti",
  "method": "ωB97M-V/def2-TZVPD",
  "symbols": ["Ti", "C", "C", "C", "C", "C", "O", "N", "C", "C", "C", "C", "C", "C", "C", "C", "C", "C", "C", "N", "C", "C", "C", "C", "C", "C", "C", "N", "C", "C", "C", "C", "C", "C", "N", "C", "C", "C", "C", "C", "C", "N", "C", "O", "C", "C", "C", "C", "C", "C", "C", "C", "C", "C", "C", "C", "N", "C", "O", "C", "C", "C", "C", "N", "C", "C", "C", "C", "C", "C", "N", "C", "O", "C", "C", "C", "C", "H", "H", "H", "H", "H", "H", "H", "H", "H", "H", "H", "H", "H", "H", "H", "H", "H", "H", "H", "H", "H", "H", "H", "H", "H", "H", "H", "H", "H", "H", "H", "H", "H", "H", "H", "H", "H", "H", "H", "H", "H", "H", "H", "H", "H", "H", "H", "H", "H", "H", "H", "H", "H", "H", "H", "H", "H", "H", "H", "H", "H", "H", "H", "H", "C", "C", "N", "C", "C", "C", "O", "C", "C", "N", "C", "C", "C", "C", "C", "C", "I", "C", "O", "H", "H", "H", "H", "H", "H", "H", "H", "H", "H", "H", "H"],
  "coordinates": [[-0.45815, -0.52437, -1.20998], [2.59631, -7.27244, 3.26551], [3.69063, -6.29333, 2.80266], [4.93793, -6.50538, 3.66999], [3.97478, -6.59407, 1.33144], [3.09598, -4.90375, 3.11174], [2.67141, -4.68417, 4.22821], [2.91458, -3.97011, 2.12185], [3.74755, -3.54749, 1.10340], [5.12438, -3.77850, 1.17383], [5.98271, -3.35199, 0.18142], [5.49082, -2.65033, -0.90524], [4.14502, -2.34091, -0.94272], [3.26081, -2.76097, 0.04441], [1.90307, -2.17044, -0.02130], [0.72349, -2.89889, -0.25865], [0.49733, -4.29707, -0.23253], [-0.86264, -4.48323, -0.13510], [-1.46963, -3.20350, -0.13850], [-0.50300, -2.26391, -0.28462], [-2.86817, -2.84975, -0.08323], [-3.26488, -1.92058, -1.11273], [-4.41638, -1.87264, -1.91008], [-4.24583, -0.83457, -2.83033], [-2.99578, -0.29754, -2.58105], [-2.24536, 0.90889, -3.01573], [-2.15976, 1.65515, -1.72573], [-1.11139, 1.32494, -0.93548], [-1.32611, 1.87305, 0.30918], [-0.22234, 1.95599, 1.22930], [0.85004, 1.06288, 1.01075], [2.23048, 1.13365, 1.37969], [2.83944, -0.00669, 0.93641], [1.84112, -0.80100, 0.29767], [0.66150, -0.09591, 0.30571], [-0.31522, 2.93087, 2.30073], [-1.09121, 4.08818, 2.11218], [-1.50316, 4.90175, 3.14310], [-1.15254, 4.59194, 4.44904], [-0.26645, 3.55159, 4.65475], [0.21734, 2.78136, 3.60251], [1.20430, 1.83176, 3.90583], [2.43597, 1.98595, 4.45586], [3.01924, 1.00742, 4.88504], [3.13504, 3.36268, 4.49682], [2.61759, 4.41631, 3.51414], [3.04377, 3.90582, 5.92934], [4.61190, 3.08422, 4.16650], [-2.61504, 2.43856, 0.32024], [-3.14406, 2.27945, -0.96197], [-2.00873, 1.38879, -4.42400], [-2.08971, 1.06812, -6.93375], [-0.90624, 1.67451, -7.22719], [-0.19393, 2.65142, -6.51929], [-0.63171, 3.28742, -5.35651], [-1.59076, 2.82898, -4.49114], [-2.14565, 3.70558, -3.54887], [-1.51298, 4.75779, -2.96223], [-0.30181, 4.83283, -2.87830], [-2.43962, 5.88235, -2.46552], [-3.10448, 5.50297, -1.14254], [-3.50312, 6.19178, -3.52572], [-1.57289, 7.12208, -2.22661], [-2.39812, -0.95745, -1.54347], [-3.76814, -3.23866, 0.95316], [-5.12626, -2.84079, 0.91528], [-6.02711, -3.15395, 1.90142], [-5.62994, -3.87977, 3.01680], [-4.28991, -4.20634, 3.13920], [-3.36613, -3.86411, 2.16723], [-2.01151, -4.20771, 2.42632], [-0.93298, -3.46346, 2.76476], [0.17271, -3.96260, 2.62191], [-1.09336, -2.09969, 3.44437], [-1.78472, -2.30263, 4.80031], [-1.88142, -1.08281, 2.61275], [0.31982, -1.55908, 3.69395], [2.92564, -8.30066, 3.12491], [1.68788, -7.11013, 2.68963], [2.36666, -7.11474, 4.31534], [5.28897, -7.53201, 3.58473], [4.69792, -6.30150, 4.71122], [5.74985, -5.84471, 3.37281], [4.10427, -7.67024, 1.21099], [4.87461, -6.10765, 0.96682], [3.13946, -6.27928, 0.70969], [2.06197, -3.42995, 2.27103], [5.52541, -4.25784, 2.05282], [7.04123, -3.54981, 0.27517], [6.15591, -2.31143, -1.68517], [3.74773, -1.73646, -1.74338], [1.25113, -5.06034, -0.24911], [-1.38088, -5.42418, -0.12391], [-5.23712, -2.56297, -1.90056], [-4.94456, -0.54097, -3.59151], [2.71937, 1.94584, 1.87904], [3.87301, -0.27350, 1.04786], [-1.35304, 4.35430, 1.10210], [-2.12119, 5.76406, 2.93533], [-1.53596, 5.16071, 5.28344], [0.07115, 3.31120, 5.65298], [1.00085, 0.86850, 3.66037], [1.69316, 4.87235, 3.85585], [2.44197, 3.99788, 2.52602], [3.36590, 5.20372, 3.41850], [3.67671, 4.78616, 6.03621], [3.37042, 3.15016, 6.64034], [2.02121, 4.18880, 6.16712], [5.21281, 3.97862, 4.32437], [4.71978, 2.76991, 3.12985], [4.99230, 2.28452, 4.79599], [-3.11831, 2.88228, 1.15868], [-4.12906, 2.55808, -1.29634], [-2.53863, 0.49248, -7.73673], [-0.51348, 1.46509, -8.21730], [0.67879, 3.06344, -7.00947], [-0.20233, 4.25869, -5.14705], [-3.13617, 3.58941, -3.39928], [-3.78908, 4.67147, -1.26279], [-3.65911, 6.35274, -0.75035], [-2.34908, 5.22602, -0.41283], [-4.06768, 7.07185, -3.22261], [-4.20762, 5.37255, -3.65586], [-3.04009, 6.39302, -4.49074], [-0.73191, 6.86038, -1.59018], [-2.15852, 7.89793, -1.73821], [-1.17683, 7.51333, -3.16164], [-5.45925, -2.23723, 0.09108], [-7.05088, -2.82007, 1.80638], [-6.34146, -4.15929, 3.77946], [-3.92946, -4.72612, 4.01659], [-1.71801, -5.09667, 2.03543], [-2.81247, -2.63135, 4.67164], [-1.79114, -1.35829, 5.34383], [-1.24595, -3.03800, 5.39438], [-2.92103, -1.37955, 2.50683], [-1.44852, -0.95910, 1.61416], [-1.85735, -0.11484, 3.11393], [0.95437, -2.32809, 4.13048], [0.27304, -0.72690, 4.39309], [0.76896, -1.23893, 2.75421], [-1.09552, -3.31433, -4.25010], [-1.39652, -1.85229, -4.48583], [-2.43751, -1.64811, -5.33015], [-3.06264, -0.61426, -5.69519], [-2.80475, 0.88945, -5.62111], [-4.18295, 1.59477, -5.62736], [-4.11127, 2.99209, -5.77324], [-0.92503, 0.56634, -3.74847], [0.35629, 1.21504, -3.45515], [1.01261, 0.92165, -2.40355], [2.33863, 1.30125, -2.26571], [2.69126, 2.27396, -1.32977], [4.01777, 2.56318, -1.08725], [5.01598, 1.90317, -1.78521], [4.68184, 0.97602, -2.75621], [3.35212, 0.69008, -3.00251], [2.87566, -0.70320, -4.52906], [-0.71085, -0.94142, -3.73476], [0.07606, -1.34212, -2.76799], [-1.85270, -3.91028, -4.75261], [-1.08714, -3.52378, -3.17655], [-0.11569, -3.57184, -4.65122], [-3.91646, -0.82190, -6.33899], [-4.68948, 1.41750, -4.67604], [-4.79573, 1.16386, -6.43425], [-3.58217, 3.17290, -6.55999], [0.78566, 1.86226, -4.22560], [1.89438, 2.78694, -0.81237], [4.26903, 3.30623, -0.34514], [6.05517, 2.11163, -1.58254], [5.44893, 0.47804, -3.32837]],
  "mulliken_charge": [-2.346, -1.962, 2.481, -1.706, -1.534, -0.102, -0.651, 1.146, 0.803, -0.907, -0.669, -1.171, 0.874, -0.962, 0.536, 0.115, -0.660, -1.070, -0.693, 1.293, 1.201, -1.110, -1.561, -0.883, 0.122, 0.134, 0.989, 1.606, -1.169, -0.422, -0.463, -0.372, -1.429, 0.038, 1.022, 1.111, -0.346, -0.606, -0.985, -0.369, 0.357, 0.981, -0.166, -0.696, 2.595, -1.582, -1.718, -1.816, -1.861, -1.593, 0.818, -1.912, -0.366, -1.257, -0.309, -0.173, 0.799, -0.276, -0.743, 2.199, -1.353, -1.805, -1.843, 1.684, 0.628, -1.488, -0.982, -0.746, -0.253, 0.111, 0.404, -0.523, -0.983, 3.207, -2.040, -1.843, -2.169, 0.488, 0.354, 0.387, 0.439, 0.335, 0.278, 0.518, 0.356, 0.093, -0.978, 0.631, 0.409, 0.459, 0.070, 0.646, 0.924, 0.838, 0.642, 0.396, 0.978, 0.140, 0.496, 0.409, 0.734, -1.048, 0.277, 0.117, 0.544, 0.444, 0.386, 0.304, 0.475, 0.336, 0.355, 0.878, 1.097, 0.235, 0.330, 0.370, 0.368, 0.453, 0.212, 0.702, -0.006, 0.469, 0.328, 0.311, 0.297, 0.452, 0.405, 0.559, 0.431, 0.389, 0.542, 0.669, 0.338, 0.491, 0.396, 0.541, 0.012, 0.769, 0.476, 0.945, -0.360, -1.319, 1.252, -0.295, -1.877, 2.891, -0.967, -0.485, 0.214, -0.765, 1.773, -1.027, -0.214, -0.730, -0.970, -0.301, -0.343, 0.099, -0.334, -0.467, 0.414, 0.126, 0.248, 0.372, 0.196, 0.477, 0.374, 0.658, 0.643, 0.482, 0.414, 0.517],
  "e_lumo_ha": [0.0031, 0.0030],
  "charge": -1,
  "gap_ev": [2.99, 2.99],
  "e_tot_ev": -140523.4665,
  "spin_multiplicity": 1,
  "de_lowest_kcal_mol": 53.0
}